one:
Density functional theory data (ωB97M-V with the def2-TZVPD basis set) for a structure of composition CF2O3.

```
! wB97M-V def2-TZVPD RIJCOSX def2/J DEFGRID3
* xyz 0 1
F 2.2861 0.2685 -0.8302
O -1.7815 -0.3603 -0.3758
C 1.3729 0.0010 -0.0397
O 1.4671 -0.3443 1.0907
O -0.9250 0.3677 -0.8811
F -2.4197 0.0674 1.0361
*
```

Computed properties:
LUMO energy (alpha / beta): -1.973 / -1.618 eV
Orbital gap (alpha / beta): 8.25 / 10.44 eV

=====

two:
Density functional theory data (ωB97M-V with the def2-TZVPD basis set) for a cluster of 3 separate species, CF2O3 in total.

```
! wB97M-V def2-TZVPD RIJCOSX def2/J DEFGRID3
* xyz 0 1
F -2.8784 -0.2082 -0.0159
O 1.2056 0.1617 1.3214
O 1.8997 -0.4644 -0.7999
F -1.2063 0.0997 0.1457
C 1.6369 -0.1233 0.2826
O -0.6575 0.5345 -0.9338
*
```

Computed properties:
LUMO energy (alpha / beta): -4.696 / -4.703 eV
Orbital gap (alpha / beta): 7.75 / 7.66 eV

=====

Stability, highest: one

=====

one:
Density functional theory data (ωB97M-V with the def2-TZVPD basis set) for the molecule C19H24N4O3.

```
! wB97M-V def2-TZVPD RIJCOSX def2/J DEFGRID3
* xyz 0 1
C -2.1418 3.1795 -2.9005
H 0.9087 -5.9711 1.8642
H 2.5495 4.2844 -0.6260
N 1.0743 -2.7109 -0.7610
H -0.6195 -7.7881 2.4169
N 1.1151 4.2807 -2.1832
H -2.0312 5.1389 -0.1088
O 0.5199 5.6295 -0.4695
C 0.9745 -1.7032 0.0820
C 1.3011 -0.3361 -0.3436
H -1.5689 2.8707 -0.8543
H 0.3340 0.6322 1.3818
H -3.6618 5.4785 -2.4674
H 1.6076 -7.7428 3.7165
C -0.6432 -7.5047 3.4740
C 2.2653 3.7252 -1.5024
H 3.1337 3.6854 -2.1220
C 0.6445 -5.3357 2.7204
C 1.9458 -0.0293 -1.5664
H -0.5220 -3.4980 3.1380
C 0.3404 -3.3862 1.1990
C -2.3924 3.4004 -1.3903
H 2.6881 1.5068 -2.8996
H -1.5561 -7.8318 4.0074
H -3.3613 2.9847 -1.1078
C 1.8763 2.3373 -1.0836
H 0.7102 -7.7632 5.3089
H -0.3450 -5.6463 4.7005
H -1.3809 2.4201 -3.0492
C -1.2398 5.3619 -2.1425
C -0.2796 -4.1960 2.3063
O 0.6748 -3.8518 -0.0409
C -2.3163 4.9024 -1.1570
H -1.0031 4.4300 -4.0832
C 2.2136 1.2886 -1.9389
N 0.4603 -2.0776 1.3161
O -3.5331 5.5414 -1.5239
C 0.0568 -6.1767 3.8538
H 0.8824 2.9008 0.7772
C 0.2048 5.1229 -1.5486
H 0.7559 3.6746 -2.9110
C 1.2184 2.0932 0.1143
H -1.2416 -4.5537 1.9477
H 2.2302 -0.8528 -2.2205
H 1.5864 -4.9029 3.0621
N -1.6893 4.5056 -3.3108
C 0.9187 0.7656 0.4833
C 0.6792 -7.5178 4.2606
H -1.3130 6.4350 -2.3571
H -3.0306 2.8001 -3.4609
*
```

Computed properties:
LUMO energy: 0.338 eV
Orbital gap: 9.36 eV
SMILES: O=C(NCc1ccc(-c2noc(CCC3CC3)n2)cc1)[C@H]1NCC[C@@H]1O

=====

two:
Density functional theory data (ωB97M-V with the def2-TZVPD basis set) for the molecule C19H24N4O3.

```
! wB97M-V def2-TZVPD RIJCOSX def2/J DEFGRID3
* xyz 0 1
H -4.8853 0.0983 -0.0094
N 1.7586 1.6448 0.6150
H -4.4321 -3.3383 -3.5596
H -4.2852 -2.0817 2.2807
H 1.9855 3.9344 -2.1605
C -1.1365 -1.6966 2.6145
H -0.5683 1.0154 2.2276
H -1.8177 -3.1193 -3.0526
H 0.3794 -0.6688 3.6754
H 5.7571 2.4007 0.6817
C -2.2555 -0.9089 -0.7883
C 3.0262 2.3289 0.4275
H 1.1011 1.6210 -0.1491
C -4.6036 -2.5929 -2.7973
C 6.4913 0.9566 -0.7384
C 0.1287 -0.9694 2.6591
C -1.8007 -0.0102 0.2810
O 2.2550 0.8410 2.6729
C 4.0671 1.3856 -0.1771
H 3.3684 2.6418 1.4170
H 6.5473 0.1280 -0.0300
C -2.1572 -2.3936 -2.3322
H -6.6951 -2.5237 -2.9280
C -3.5656 -1.1323 -1.1701
H -3.5509 -3.4815 1.4915
C -2.2040 -2.2359 2.5326
C 1.4860 0.9379 1.7294
N -0.4312 0.0422 0.4415
H 0.9398 -1.6257 2.3285
H 0.0357 -0.6918 -0.0814
H 3.7076 4.1310 -0.5279
C 2.7754 3.5738 -0.4004
H 3.7202 1.0597 -1.1614
C 5.4625 1.9865 -0.2880
C -3.5185 -2.8511 2.3815
H 4.1062 0.5003 0.4633
N -1.4121 -1.6950 -1.5194
H 6.2245 0.5416 -1.7125
C -5.9430 -1.1424 -1.4095
H 5.4564 2.8205 -0.9951
H -6.9290 -0.7922 -1.1372
H -3.7661 -3.4693 3.2446
O -2.5808 0.6565 0.9380
O 2.2530 3.1589 -1.6605
H 7.4868 1.3938 -0.8225
C -4.8444 -0.6486 -0.7883
H 2.0573 4.2123 0.1233
C 0.1077 0.2872 1.7709
N -3.4848 -2.0955 -2.1667
C -5.8171 -2.1335 -2.4345
*
```

Computed properties:
LUMO energy: 0.365 eV
Orbital gap: 8.51 eV
SMILES: CC#CC[C@H](NC(=O)c1ncn2ccccc12)C(=O)N[C@H](CO)CCC

=====

Stability, highest: two

=====

one:
Density functional theory data (ωB97M-V with the def2-TZVPD basis set) for a cluster of 2 separate species, C2H3F2N in total.

```
! wB97M-V def2-TZVPD RIJCOSX def2/J DEFGRID3
* xyz 0 1
H 2.0747 0.8165 0.5503
C -1.0500 0.0032 -0.1438
F -1.4857 -1.2182 -0.1256
C 1.5078 -0.0287 0.3044
H -2.7284 0.7973 -0.5300
H 1.3932 -0.7550 1.0755
F 1.9609 -0.6596 -0.7897
N -1.6725 1.0444 -0.3410
*
```

Computed properties:
LUMO energy (alpha / beta): -0.674 / -0.124 eV
Orbital gap (alpha / beta): 8.73 / 9.45 eV

=====

two:
Density functional theory data (ωB97M-V with the def2-TZVPD basis set) for a cluster of 2 separate species, C2H3F2N in total.

```
! wB97M-V def2-TZVPD RIJCOSX def2/J DEFGRID3
* xyz 0 1
N -0.3825 -0.5888 -0.0243
H 0.5731 0.7260 1.5891
F -2.9104 0.2463 -0.4456
H 0.9974 -0.1863 -1.5875
H -2.2600 -0.2659 0.1043
C 0.8084 -0.0288 -0.5609
F -0.2493 -2.0663 0.2809
C 0.6002 0.1249 0.7126
*
```

Computed properties:
LUMO energy: 0.133 eV
Orbital gap: 10.83 eV
SMILES: FN1C=C1.F

=====

Stability, highest: one